Here is a 20-piece molecular cluster, C56H91Br2N23O2P overall at a distorted geometry from OMol25. Energies are from ωB97M-V/def2-TZVPD.

Results
total charge: +1
total energy: -9086.2034 a.u.
HOMO-LUMO gap: 4.469 eV

Cartesian coordinates (Å):
C -0.052 -2.153 6.561
C 0.744 -1.266 5.423
N 0.225 -1.465 4.016
C 1.018 -0.502 3.106
C 1.647 -1.429 1.921
N 2.248 -0.638 0.742
P 3.966 -0.222 0.973
C 4.372 1.575 0.397
C 4.429 -0.168 2.867
C 6.010 0.378 2.880
C 1.352 0.493 0.294
C 0.928 1.372 1.605
C 0.487 2.916 1.377
Br 1.123 4.242 2.797
C -0.337 3.526 0.318
C -0.673 5.164 0.269
Br -1.116 2.415 -1.123
N 0.067 0.599 2.627
C -1.199 0.060 2.045
C -2.462 0.129 3.142
C -3.657 1.071 2.452
C -5.122 0.889 3.164
O -5.576 1.835 3.997
O -6.021 -0.282 2.887
H 0.395 -1.806 7.608
H 0.201 -3.316 6.496
H -1.210 -1.943 6.584
H 1.882 -1.586 5.486
H 0.663 -0.138 5.759
H 0.444 -2.467 3.753
H 1.799 0.009 3.821
H 0.812 -2.179 1.513
H 2.476 -2.107 2.401
H 2.236 -1.341 -0.059
H 5.551 1.738 0.303
H 3.963 1.657 -0.708
H 3.877 2.395 1.070
H 4.301 -1.205 3.392
H 3.806 0.706 3.348
H 6.572 0.131 3.876
H 5.929 1.561 2.740
H 6.526 -0.022 1.906
H 1.812 1.160 -0.582
H 0.409 -0.030 -0.221
H 1.966 1.458 2.203
H -0.984 5.385 -0.862
H -1.620 5.447 0.910
H 0.268 5.829 0.475
H -1.606 0.583 1.085
H -1.117 -1.100 1.774
H -2.915 -0.961 3.318
H -2.073 0.599 4.145
H -3.813 0.796 1.301
H -3.306 2.212 2.481
H -6.030 -0.455 1.882
C 8.376 4.380 3.253
C 8.644 2.993 2.692
N 8.866 1.842 2.226
H 8.782 5.140 2.580
H 7.299 4.537 3.360
H 8.850 4.483 4.233
C -7.098 -3.745 2.694
C -6.331 -4.610 1.706
N -5.696 -5.326 0.886
H -6.709 -2.723 2.675
H -8.159 -3.728 2.429
H -6.990 -4.149 3.704
C 5.000 -4.510 4.736
C 4.546 -4.137 3.334
N 4.170 -3.827 2.170
H 5.317 -3.613 5.276
H 4.177 -4.982 5.280
H 5.839 -5.209 4.682
C -6.125 -8.494 -1.688
C -5.649 -7.421 -0.722
N -5.254 -6.531 0.079
H -5.366 -9.276 -1.779
H -7.054 -8.939 -1.322
H -6.304 -8.055 -2.673
C -4.131 -3.630 6.727
C -3.350 -4.720 7.444
N -2.703 -5.624 8.038
H -5.204 -3.807 6.836
H -3.886 -2.654 7.154
H -3.876 -3.628 5.663
C 12.184 7.030 2.547
C 10.916 7.384 3.306
N 9.863 7.677 3.936
H 12.781 6.321 3.129
H 11.929 6.575 1.586
H 12.776 7.932 2.369
C 8.640 -3.148 1.833
C 8.072 -4.398 2.485
N 7.601 -5.435 3.026
H 7.865 -2.380 1.762
H 9.471 -2.761 2.429
H 9.001 -3.383 0.828
C -8.255 3.970 3.355
C -9.410 4.479 2.508
N -10.369 4.902 1.806
H -7.800 4.800 3.903
H -8.617 3.227 4.071
H -7.499 3.509 2.714
C 6.975 -5.166 -1.760
C 6.563 -3.848 -1.127
N 6.220 -2.754 -0.601
H 8.064 -5.210 -1.854
H 6.638 -6.000 -1.139
H 6.528 -5.259 -2.754
C -5.895 3.824 -0.251
C -4.674 4.374 0.468
N -3.661 4.831 1.065
H -6.738 3.760 0.441
H -6.165 4.481 -1.082
H -5.679 2.826 -0.642
C 0.259 7.975 -3.031
C 1.039 6.886 -2.315
N 1.687 5.982 -1.720
H -0.815 7.798 -2.923
H 0.504 8.952 -2.604
H 0.514 7.978 -4.095
C -9.341 -7.523 -5.069
C -8.561 -8.613 -4.353
N -7.913 -9.517 -3.758
H -10.415 -7.700 -4.961
H -9.096 -6.547 -4.642
H -9.086 -7.520 -6.133
C -1.741 9.644 -6.474
C -0.520 10.194 -5.755
N 0.493 10.650 -5.158
H -2.584 9.580 -5.782
H -2.011 10.301 -7.305
H -1.524 8.646 -6.865
C -5.391 3.587 -4.374
C -6.605 4.092 -3.611
N -7.612 4.511 -2.978
H -4.744 3.011 -3.707
H -5.710 2.947 -5.201
H -4.825 4.432 -4.776
C 1.749 13.760 -5.334
C 2.427 14.671 -4.324
N 2.990 15.427 -3.486
H 2.334 13.726 -6.257
H 1.665 12.749 -4.928
H 0.748 14.136 -5.562
C 6.060 -8.645 2.387
C 6.420 -8.339 0.943
N 6.719 -8.085 -0.256
H 4.995 -8.883 2.463
H 6.643 -9.498 2.744
H 6.276 -7.777 3.017
C -0.872 8.419 -10.284
C -2.140 8.773 -9.526
N -3.193 9.066 -8.896
H -0.275 7.711 -9.703
H -1.127 7.964 -11.246
H -0.280 9.321 -10.463
C 7.849 -1.336 7.287
C 6.520 -2.066 7.396
N 5.418 -2.672 7.487
H 8.598 -1.991 6.834
H 7.734 -0.444 6.665
H 8.192 -1.036 8.281
C -6.570 -9.304 -8.507
C -6.983 -7.986 -7.874
N -7.326 -6.892 -7.348
H -5.482 -9.348 -8.601
H -6.908 -10.138 -7.886
H -7.018 -9.397 -9.501
C -7.441 -12.421 -11.901
C -6.220 -11.871 -11.182
N -5.207 -11.415 -10.585
H -8.284 -12.485 -11.208
H -7.711 -11.764 -12.732
H -7.224 -13.419 -12.292

Atom charges from the Mulliken analysis, given in e for atoms 1 to 6: number 1, C, carries -0.949; number 2, C, carries -0.292; number 3, N, carries -0.022; number 4, C, carries -0.269; number 5, C, carries -0.703; number 6, N, carries 0.200